(1)
ORCA calculation (ωB97M-V with the def2-TZVPD basis set) on one molecule with the formula C5H11NO2 at a distorted geometry.

Last column: Mulliken charge in e.
CARTESIAN COORDINATES (ANGSTROEM)
C1 0.35 -0.11 0.37  0.964
C2 -1.58 1.09 -0.93  -0.467
C3 -0.13 0.45 -0.95  -0.756
C4 -0.51 -1.21 0.96  -1.542
C5 1.83 -0.68 0.16  -0.407
O1 0.43 0.94 1.33  -0.629
O2 -2.09 1.55 0.30  -0.549
N1 2.08 -1.59 -0.72  -0.584
H1 0.99 1.65 0.95  0.392
H2 -1.42 1.43 1.00  0.452
H3 3.06 -1.88 -0.67  0.256
H4 -1.59 1.95 -1.61  0.317
H5 -2.29 0.36 -1.34  0.252
H6 -0.12 -0.32 -1.74  0.388
H7 0.55 1.24 -1.28  0.410
H8 2.64 -0.33 0.82  0.374
H9 -0.58 -2.06 0.27  0.375
H10 -1.53 -0.89 1.20  0.348
H11 -0.08 -1.59 1.89  0.407

Properties
HOMO-LUMO gap, eV: 10.631
Largest force on an atom, eV Å⁻¹: 2.215
Energy above the lowest of the compared OMol25 structures with the same formula, charge and spin, kJ/mol: 171.51
Structure (SMILES): [H]/N=C/[C@@](C)(O)CCO
Energy, Eh: -402.31282



(2)
ORCA calculation (ωB97M-V with the def2-TZVPD basis set) on C20H24DyFNOP2 as an isolated structure at a distorted geometry.

Last column: Mulliken charge in e.
CARTESIAN COORDINATES (ANGSTROEM)
C1 -2.93 3.00 -2.69  -0.941
C2 -1.83 2.57 -1.95  0.189
C3 -1.94 2.56 -0.54  0.610
C4 -3.16 2.84 0.08  0.547
C5 -4.28 3.18 -0.68  -1.051
C6 -4.15 3.29 -2.07  -0.679
C7 -3.20 2.53 1.55  -0.700
C8 -1.94 2.94 2.26  0.454
C9 -0.76 2.67 1.55  0.566
C10 0.51 2.77 2.18  0.259
C11 0.54 3.22 3.49  -0.935
C12 -0.63 3.49 4.20  -0.711
C13 -1.88 3.33 3.60  -1.028
H1 -2.83 3.09 -3.77  0.424
H2 -5.24 3.36 -0.18  0.449
H3 -5.00 3.60 -2.67  0.404
H4 -4.08 2.96 2.03  0.604
H5 1.52 3.36 3.97  0.408
H6 -0.58 3.83 5.23  0.402
H7 -2.81 3.49 4.14  0.440
N1 -0.87 2.16 0.26  -0.133
Dy1 -0.80 -0.25 0.45  0.866
C14 -0.54 2.12 -2.59  -1.146
H8 0.32 2.66 -2.16  0.371
H9 -0.57 2.27 -3.68  0.633
C15 1.75 2.41 1.40  -1.183
H10 1.81 3.00 0.47  0.449
H11 2.65 2.60 2.01  0.542
P1 -0.15 0.31 -2.33  0.914
P2 1.84 0.62 0.85  0.876
C16 2.59 -0.11 2.35  -1.284
H12 2.84 -1.16 2.14  0.407
H13 3.50 0.44 2.62  0.434
H14 1.87 -0.07 3.18  0.355
C17 3.30 0.74 -0.24  -1.278
H15 4.20 0.99 0.35  0.449
H16 3.47 -0.23 -0.73  0.383
H17 3.15 1.50 -1.01  0.328
C18 -1.41 -0.42 -3.42  -1.337
H18 -1.39 0.06 -4.40  0.427
H19 -1.22 -1.50 -3.52  0.400
H20 -2.41 -0.28 -2.97  0.365
C19 1.35 0.15 -3.35  -1.259
H21 1.74 -0.87 -3.25  0.386
H22 1.10 0.34 -4.41  0.430
H23 2.12 0.86 -3.03  0.333
C20 0.93 -1.84 -0.43  0.312
O1 1.75 -2.56 -0.83  -0.265
H24 -3.21 1.38 1.63  0.144
F1 -1.53 -0.75 2.25  -0.628

Properties
HOMO-LUMO gap (spin up / spin down), eV: 5.372 / 7.487
Multiplicity: 6
Net charge: +1
Largest force on an atom, eV Å⁻¹: 4.785
Energy above the lowest of the compared OMol25 structures with the same formula, charge and spin, kJ/mol: 0.00
<S²>: 9.604
Energy, Eh: -2573.99637



(3)
ORCA calculation (ωB97M-V with the def2-TZVPD basis set) on one molecule with the formula C5H5NO at a distorted geometry.

Last column: Mulliken charge in e.
CARTESIAN COORDINATES (ANGSTROEM)
O1 2.23 0.01 1.33  -0.505
C1 0.97 0.53 0.95  -0.298
C2 0.61 -0.02 -0.40  -0.284
C3 -0.35 -0.88 -0.59  0.147
C4 -1.64 -0.91 -0.89  -0.458
C5 -1.92 1.55 -0.94  -0.142
N1 -2.17 0.40 -1.04  -0.080
H1 2.12 -0.95 1.33  0.326
H2 0.18 0.32 1.69  0.280
H3 1.07 1.62 0.88  0.289
H4 1.15 0.36 -1.26  0.319
H5 -2.33 -1.71 -1.06  0.405

Properties
HOMO-LUMO gap, eV: 9.846
Largest force on an atom, eV Å⁻¹: 1.032
Energy above the lowest of the compared OMol25 structures with the same formula, charge and spin, kJ/mol: 401.98
Energy, Eh: -323.36658



(4)
ORCA calculation (ωB97M-V with the def2-TZVPD basis set) on C21H36CoP2Te as an isolated structure at a distorted geometry.

Last column: Mulliken charge in e.
CARTESIAN COORDINATES (ANGSTROEM)
P1 -2.48 -0.10 -0.59  1.086
P2 -1.18 -2.60 2.04  1.111
C1 -3.11 -1.64 0.15  -1.379
C2 -2.81 -1.87 1.65  -1.233
H1 -2.76 -2.50 -0.47  0.448
H2 -4.20 -1.56 0.03  0.722
H3 -2.92 -0.95 2.25  0.495
H4 -3.55 -2.59 2.03  0.605
C3 -1.38 -4.39 1.78  -1.260
H5 -0.40 -4.89 1.72  0.403
H6 -1.93 -4.60 0.85  0.405
H7 -1.95 -4.82 2.61  0.472
C4 -1.16 -2.38 3.85  -1.368
H8 -1.74 -3.17 4.33  0.438
H9 -1.60 -1.40 4.12  0.394
H10 -0.12 -2.40 4.23  0.405
C5 -3.21 -0.16 -2.25  -1.559
H11 -2.96 0.75 -2.81  0.369
H12 -4.30 -0.21 -2.14  0.486
H13 -2.88 -1.04 -2.82  0.331
C6 -3.41 1.25 0.17  -1.450
H14 -3.21 1.35 1.24  0.357
H15 -4.48 1.05 0.03  0.502
H16 -3.18 2.20 -0.32  0.420
Co1 0.12 2.29 -0.03  -0.544
C7 0.68 -2.40 1.68  0.259
C8 1.04 -2.65 0.29  -1.542
C9 0.16 -3.01 -0.79  -0.041
C10 -0.06 -1.84 -1.79  -1.158
C11 -0.63 -0.58 -1.27  -1.328
C12 -0.76 0.02 0.08  0.094
C13 -0.17 0.06 1.51  0.004
C14 1.01 -0.86 1.89  -1.150
C15 0.13 4.02 -1.01  -1.074
H17 1.18 -3.01 2.44  0.883
H18 2.07 -2.42 0.04  0.337
H19 -0.82 -3.43 -0.51  -0.031
H20 0.68 -3.81 -1.35  0.394
H21 0.92 -1.62 -2.24  0.445
H22 -0.66 -2.21 -2.64  0.250
H23 -0.47 0.20 -2.05  0.724
H24 -1.08 1.34 -0.03  0.679
H25 -0.99 -0.08 2.25  0.211
H26 0.16 1.14 1.68  0.450
H27 1.91 -0.56 1.33  0.313
H28 1.25 -0.66 2.95  0.317
H29 0.34 4.76 -0.21  0.261
H30 -0.90 4.16 -1.40  0.291
H31 0.87 4.13 -1.84  0.285
Te1 2.22 1.35 -0.90  -0.269
C16 3.64 2.82 -1.34  0.347
C17 4.31 2.62 -2.59  -0.594
C18 5.30 3.53 -2.95  -0.460
C19 5.61 4.61 -2.14  -0.417
C20 4.97 4.78 -0.90  -0.427
C21 3.97 3.88 -0.49  -0.262
H32 4.02 1.77 -3.20  0.299
H33 5.84 3.37 -3.89  0.313
H34 6.38 5.33 -2.46  0.324
H35 5.25 5.62 -0.26  0.328
H36 3.46 3.98 0.47  0.290

Properties
HOMO-LUMO gap (spin up / spin down), eV: 4.261 / 4.704
Multiplicity: 4
Largest force on an atom, eV Å⁻¹: 5.179
<S²>: 3.792
Energy, Eh: -3154.84569



(5)
ORCA calculation (ωB97M-V with the def2-TZVPD basis set) on one molecule with the formula C5H8O2.

Last column: Mulliken charge in e.
CARTESIAN COORDINATES (ANGSTROEM)
C1 -0.11 -1.01 -1.10  -0.519
O1 -0.84 0.18 -1.47  -0.440
C2 -0.63 1.09 -0.39  0.054
C3 0.84 0.95 -0.08  -0.623
C4 0.66 -0.55 0.23  -0.123
C5 -0.42 -0.43 1.32  -0.523
O2 -1.24 0.65 0.81  -0.433
H1 0.54 -1.35 -1.94  0.277
H2 -0.83 -1.83 -0.94  0.288
H3 -0.98 2.11 -0.57  0.432
H4 1.03 1.65 0.74  0.298
H5 1.50 1.15 -0.93  0.317
H6 1.57 -1.08 0.56  0.398
H7 -1.03 -1.34 1.40  0.303
H8 -0.08 -0.18 2.34  0.293

Properties
HOMO-LUMO gap, eV: 10.796
Largest force on an atom, eV Å⁻¹: 0.774
Energy above the lowest of the compared OMol25 structures with the same formula, charge and spin, kJ/mol: 110.56
Structure (SMILES): C1O[C@H]2C[C@@H]1CO2
Energy, Eh: -345.76285



(6)
ORCA calculation (ωB97M-V with the def2-TZVPD basis set) on C41H51NO8P4S4W as an isolated structure at a distorted geometry.

Last column: Mulliken charge in e.
CARTESIAN COORDINATES (ANGSTROEM)
W1 0.54 0.29 -1.01  0.429
S1 2.16 -0.78 -2.66  -0.434
P1 0.17 -2.27 -1.07  1.926
C1 -0.80 -2.32 0.36  -2.221
P2 0.12 -1.47 1.60  2.217
S2 1.65 -0.07 1.39  -0.634
C2 1.02 -2.81 2.53  0.602
C3 2.26 -2.64 3.12  -0.342
C4 2.92 -3.71 3.71  -0.726
C5 2.34 -4.97 3.71  -0.537
C6 1.09 -5.15 3.14  -0.747
C7 0.43 -4.08 2.56  -0.384
C8 -1.09 -1.07 2.91  0.895
C9 -0.64 -0.63 4.16  -0.769
C10 -1.54 -0.49 5.20  -0.635
C11 -2.89 -0.77 5.01  -0.626
C12 -3.33 -1.19 3.76  -0.833
C13 -2.43 -1.35 2.72  -0.519
C14 1.64 -3.33 -0.77  1.050
C15 2.85 -2.79 -0.33  0.221
C16 3.89 -3.63 0.05  -1.068
C17 3.73 -5.00 0.01  -0.635
C18 2.52 -5.55 -0.42  -0.879
C19 1.48 -4.72 -0.80  -0.768
C20 -0.73 -3.21 -2.33  -0.068
C21 -0.09 -3.59 -3.51  -0.124
C22 -0.80 -4.23 -4.51  -0.672
C23 -2.15 -4.50 -4.34  -0.700
C24 -2.79 -4.14 -3.16  -0.496
C25 -2.08 -3.50 -2.15  -1.278
H1 2.73 -1.67 3.11  0.405
H2 3.90 -3.56 4.15  0.423
H3 2.86 -5.81 4.15  0.391
H4 0.63 -6.13 3.14  0.432
H5 -0.54 -4.21 2.10  0.316
H6 0.41 -0.43 4.29  0.565
H7 -1.19 -0.18 6.18  0.466
H8 -3.58 -0.67 5.83  0.403
H9 -4.38 -1.42 3.61  0.464
H10 -2.75 -1.71 1.75  0.223
H11 2.99 -1.72 -0.29  0.210
H12 4.82 -3.20 0.40  0.463
H13 4.53 -5.66 0.32  0.385
H14 2.39 -6.62 -0.44  0.423
H15 0.54 -5.14 -1.12  0.515
H16 0.96 -3.36 -3.64  0.478
H17 -0.30 -4.52 -5.43  0.432
H18 -2.71 -4.98 -5.13  0.393
H19 -3.84 -4.37 -3.02  0.431
H20 -2.55 -3.22 -1.22  0.489
N1 2.32 4.39 0.73  0.219
C26 2.39 4.01 -0.74  0.423
C27 3.19 5.07 -1.48  -1.765
P3 3.36 2.40 -0.67  1.266
O1 4.36 2.43 -1.90  -0.702
O2 4.06 2.50 0.64  -0.964
O3 2.40 1.25 -0.91  -0.068
P4 0.70 3.79 -1.51  -0.454
O4 -0.14 4.83 -0.57  -0.448
O5 0.67 4.29 -2.89  -0.790
O6 0.20 2.39 -1.19  0.456
H21 3.15 3.85 1.12  0.653
H22 1.44 4.05 1.27  -0.608
H23 2.41 5.39 0.84  0.450
H24 4.24 5.03 -1.17  0.499
H25 2.78 6.06 -1.32  0.538
H26 3.15 4.87 -2.55  0.275
H27 4.23 1.69 -2.51  0.464
H28 -0.68 5.36 -1.18  0.354
C28 -4.89 -1.15 -0.89  -1.334
C29 -3.83 -0.54 -1.79  -0.887
S3 -2.38 -0.05 -0.72  1.953
O7 -1.35 0.04 -1.88  -0.269
C30 -2.98 1.66 -0.46  -0.403
C31 -2.92 2.51 -1.72  -1.016
H29 -5.74 -1.52 -1.46  0.431
H30 -5.26 -0.41 -0.17  0.280
H31 -4.47 -1.98 -0.32  0.228
H32 -4.23 0.28 -2.38  0.616
H33 -3.43 -1.29 -2.48  0.280
H34 -2.33 2.05 0.31  -0.152
H35 -4.00 1.56 -0.07  0.715
H36 -1.96 2.37 -2.21  -0.050
H37 -3.03 3.57 -1.47  0.365
H38 -3.70 2.24 -2.42  0.326
O8 -0.72 0.40 0.32  -1.076
S4 -0.18 3.40 2.25  0.037
C32 0.45 3.14 3.95  -0.280
C33 0.20 4.43 4.72  -0.662
C34 -1.10 5.00 4.19  -0.599
C35 -0.97 5.01 2.68  -0.673
H39 1.49 2.85 3.88  0.392
H40 -0.12 2.31 4.37  0.043
H41 1.02 5.14 4.56  0.281
H42 0.14 4.23 5.79  0.336
H43 -1.30 6.00 4.57  0.359
H44 -1.93 4.34 4.48  0.263
H45 -0.34 5.82 2.32  0.275
H46 -1.93 5.06 2.17  0.377
C36 -0.19 1.65 -5.62  -0.775
C37 0.84 2.24 -4.92  -0.671
C38 1.38 1.62 -3.81  0.048
C39 0.88 0.39 -3.31  1.064
C40 -0.12 -0.22 -4.13  0.090
C41 -0.65 0.40 -5.22  -0.966
H47 -0.60 2.13 -6.50  0.399
H48 1.24 3.20 -5.24  0.402
H49 2.24 2.07 -3.32  0.238
H50 -0.43 -1.22 -3.87  0.180
H51 -1.42 -0.11 -5.80  0.481

Properties
HOMO-LUMO gap (spin up / spin down), eV: 4.745 / 4.746
Largest force on an atom, eV Å⁻¹: 2.768
Energy above the lowest of the compared OMol25 structures with the same formula, charge and spin, kJ/mol: 464.72
Energy, Eh: -5274.97480



(7)
ORCA calculation (ωB97M-V with the def2-TZVPD basis set) on a 19-piece molecular cluster, C31H61Cl36INO4S overall at a distorted geometry.

Last column: Mulliken charge in e.
CARTESIAN COORDINATES (ANGSTROEM)
C1 0.64 -1.62 2.07  -0.869
C2 -0.18 -0.71 0.93  1.117
C3 0.30 0.86 1.24  -0.262
C4 -1.79 -0.75 1.22  -0.900
C5 -2.63 -1.89 0.40  -0.329
I1 -2.32 -3.80 1.42  0.183
C6 -4.22 -1.37 0.40  0.109
C7 -5.26 -2.46 -0.24  -0.651
C8 -5.88 -2.06 -1.70  -0.487
C9 -6.41 -0.52 -1.84  -0.279
S1 -7.45 0.10 -0.41  1.109
O1 -8.22 -1.00 0.36  -0.588
O2 -8.56 1.03 -1.04  -0.672
O3 -6.45 1.09 0.56  -0.413
C10 -2.15 -1.85 -1.17  0.083
C11 -0.87 -0.88 -1.49  1.155
C12 -1.31 0.71 -1.81  -0.880
C13 -0.24 -1.42 -2.94  -0.845
N1 0.25 -1.01 -0.48  0.822
O4 0.94 -2.15 -0.60  -0.481
H1 1.79 -1.35 1.93  0.368
H2 0.28 -1.40 3.17  0.035
H3 0.53 -2.77 1.90  0.090
H4 0.82 1.35 0.30  -0.322
H5 -0.58 1.50 1.68  0.115
H6 1.14 0.84 2.08  0.190
H7 -1.94 -0.87 2.40  0.535
H8 -2.25 0.30 0.95  -0.586
H9 -4.50 -1.15 1.53  0.351
H10 -4.20 -0.33 -0.14  -0.039
H11 -4.81 -3.56 -0.35  0.300
H12 -6.15 -2.57 0.55  0.305
H13 -5.10 -2.38 -2.54  0.196
H14 -6.85 -2.75 -1.85  0.347
H15 -5.49 0.18 -2.10  0.092
H16 -7.11 -0.49 -2.80  0.337
H17 -6.88 2.01 0.51  0.338
H18 -1.87 -2.93 -1.59  0.154
H19 -3.04 -1.48 -1.86  -0.669
H20 -1.60 0.89 -2.92  0.281
H21 -0.36 1.35 -1.57  0.075
H22 -2.16 1.09 -1.08  -0.007
H23 0.78 -0.86 -3.09  0.364
H24 -1.01 -1.05 -3.76  0.244
H25 -0.12 -2.59 -2.96  -0.161
C14 0.65 -7.30 1.40  0.410
Cl1 -0.38 -6.78 2.74  -0.177
Cl2 0.25 -6.44 -0.09  -0.142
H26 1.69 -7.10 1.66  -0.487
H27 0.51 -8.37 1.24  0.353
C15 4.58 -7.90 2.48  -0.146
Cl3 3.80 -6.38 2.95  -0.162
Cl4 3.50 -8.89 1.49  -0.135
H28 5.48 -7.67 1.91  0.127
H29 4.85 -8.45 3.38  0.312
C16 -4.27 4.20 1.00  -0.115
Cl5 -4.97 4.97 -0.43  -0.117
Cl6 -3.41 2.71 0.56  0.011
H30 -3.56 4.89 1.47  -0.137
H31 -5.07 3.95 1.70  0.428
C17 -5.78 0.04 -5.61  -0.478
Cl7 -4.54 -0.73 -4.60  -0.027
Cl8 -6.70 1.23 -4.68  -0.116
H32 -5.29 0.53 -6.45  0.329
H33 -6.47 -0.73 -5.98  0.341
C18 3.89 2.38 -0.91  -0.061
Cl9 3.09 0.84 -1.24  -0.054
Cl10 4.11 2.61 0.83  -0.140
H34 4.86 2.39 -1.40  0.415
H35 3.27 3.19 -1.30  -0.203
C19 5.22 -9.37 -2.17  -0.140
Cl11 5.75 -8.36 -3.53  -0.166
Cl12 6.36 -9.27 -0.82  -0.109
H36 4.24 -9.03 -1.84  0.116
H37 5.16 -10.41 -2.51  0.306
C20 5.97 2.48 4.33  0.525
Cl13 4.37 2.82 5.00  -0.152
Cl14 7.18 3.61 4.97  -0.190
H38 6.26 1.46 4.59  -0.285
H39 5.93 2.59 3.24  0.090
C21 2.03 -5.04 -2.79  0.334
Cl15 1.33 -4.27 -4.21  -0.172
Cl16 2.89 -6.53 -3.23  -0.117
H40 2.74 -4.35 -2.32  0.408
H41 1.23 -5.29 -2.08  -0.452
C22 -1.21 -6.89 -5.16  -0.326
Cl17 -2.01 -8.43 -5.50  -0.170
Cl18 -0.99 -6.65 -3.43  -0.035
H42 -0.24 -6.88 -5.65  0.254
H43 -1.83 -6.07 -5.55  0.286
C23 -4.40 8.65 0.10  -0.242
Cl19 -3.49 7.65 1.23  -0.042
Cl20 -3.33 9.64 -0.90  -0.168
H44 -4.99 8.00 -0.55  0.154
H45 -5.07 9.31 0.66  0.321
C24 7.21 -1.66 4.95  -0.295
Cl21 6.86 -3.35 4.57  -0.136
Cl22 6.66 -0.59 3.66  -0.139
H46 6.70 -1.39 5.88  0.255
H47 8.29 -1.54 5.08  0.327
C25 -0.61 8.17 3.69  -0.235
Cl23 -1.41 6.63 3.35  -0.149
Cl24 -0.39 8.40 5.43  -0.190
H48 0.36 8.18 3.20  0.298
H49 -1.23 8.98 3.30  0.248
C26 1.13 -0.12 6.23  -0.382
Cl25 0.43 0.66 4.81  -0.046
Cl26 1.99 -1.60 5.79  -0.138
H50 1.84 0.57 6.70  0.279
H51 0.33 -0.36 6.94  0.317
C27 -2.11 4.39 -3.11  -0.075
Cl27 -2.91 2.85 -3.44  -0.054
Cl28 -1.89 4.62 -1.37  -0.093
H52 -1.14 4.39 -3.60  0.317
H53 -2.73 5.20 -3.50  -0.081
C28 -3.99 9.22 -4.81  -0.371
Cl29 -3.45 7.84 -3.85  -0.075
Cl30 -4.05 8.82 -6.53  -0.161
H54 -4.99 9.52 -4.48  0.296
H55 -3.29 10.05 -4.66  0.303
C29 2.60 10.40 6.76  0.134
Cl31 2.27 11.44 8.15  -0.155
Cl32 3.57 11.24 5.55  -0.158
H56 3.14 9.51 7.09  0.272
H57 1.65 10.10 6.30  -0.082
C30 10.12 -8.99 0.17  -0.181
Cl33 11.36 -9.76 1.18  -0.156
Cl34 9.20 -7.80 1.09  -0.139
H58 10.61 -8.50 -0.67  0.294
H59 9.43 -9.76 -0.20  0.176
C31 3.59 5.37 -3.49  -0.274
Cl35 2.79 3.83 -3.83  -0.116
Cl36 3.81 5.61 -1.76  -0.123
H60 4.56 5.38 -3.98  0.304
H61 2.97 6.19 -3.88  0.276

Properties
HOMO-LUMO gap (spin up / spin down), eV: 8.520 / 8.956
Multiplicity: 2
Largest force on an atom, eV Å⁻¹: 7.123
Energy above the lowest of the compared OMol25 structures with the same formula, charge and spin, kJ/mol: 591.45
<S²>: 0.755
Energy, Eh: -18835.88847



(8)
ORCA calculation (ωB97M-V with the def2-TZVPD basis set) on one molecule with the formula C2H3NOS at a distorted geometry.

Last column: Mulliken charge in e.
CARTESIAN COORDINATES (ANGSTROEM)
C1 -1.77 0.80 -0.01  -0.116
C2 1.43 0.12 0.02  0.158
H1 -1.16 1.80 -0.19  0.206
H2 -2.85 0.94 0.00  0.276
H3 2.41 -0.30 0.37  0.280
N1 -1.36 -0.38 0.11  -0.342
O1 1.21 1.32 -0.01  -0.469
S1 0.22 -0.99 -0.06  0.006

Properties
HOMO-LUMO gap, eV: 10.042
Largest force on an atom, eV Å⁻¹: 3.992
Energy above the lowest of the compared OMol25 structures with the same formula, charge and spin, kJ/mol: 174.84
Structure (SMILES): C=NSC=O
Energy, Eh: -606.12077